# C18H54BaFeN2O16P

A molecular structure, C18H54BaFeN2O16P in a non-equilibrium geometry (ωB97M-V/def2-TZVPD, OMol25).

Positions of all 93 atoms, in Å:
Ba1 8.26623 -14.68579 33.87178
Fe1 11.15691 -18.18587 34.20340
P1 9.38916 -17.41457 35.47503
O1 6.89882 -17.03480 33.29641
O2 9.91091 -16.63546 34.29015
O3 14.19039 -18.35916 31.92526
O4 9.07234 -16.23205 38.56801
O5 8.22318 -16.73741 36.18945
O6 6.02488 -21.10416 38.15214
O7 8.70572 -21.04142 36.30679
O8 6.91504 -18.30468 38.05485
O9 6.61280 -14.87560 36.17720
O10 9.73114 -14.20679 36.24328
O11 9.25807 -18.75101 34.71337
O12 10.77251 -17.55319 36.08361
O13 11.18502 -18.94895 38.41345
O14 11.70987 -20.23636 34.27666
O15 7.49061 -19.89132 33.19461
O16 12.84739 -16.69109 37.42410
N1 11.43983 -18.46740 32.15782
N2 13.15345 -17.49555 34.54772
C1 8.25830 -16.83575 39.52890
C2 12.62843 -18.85255 38.52339
C3 5.33324 -15.46718 36.09763
C4 13.72271 -16.57636 33.58992
C5 11.10366 -19.88298 31.95411
C6 11.87790 -20.77161 32.91624
C7 6.40491 -17.90798 32.27053
C8 11.41693 -20.19352 30.55020
C9 12.00853 -21.20127 35.30722
C10 7.39138 -19.07019 32.01771
C11 14.31816 -15.39116 34.36135
C12 14.77596 -17.26343 32.71013
C13 7.73497 -18.27882 39.16683
C14 13.00606 -17.37691 38.68500
C15 6.51888 -21.92207 37.13099
C16 11.09449 -13.77657 36.17686
C17 15.04750 -18.95499 30.98097
C18 7.31504 -21.12909 35.98985
H1 5.20922 -16.30852 35.41582
H2 7.25599 -17.62396 33.96494
H3 13.11785 -19.28947 37.65294
H4 13.98501 -17.86865 34.98292
H5 7.38339 -16.22839 39.76072
H6 12.40967 -18.25893 31.96798
H7 15.91905 -19.42803 31.43343
H8 10.78747 -19.66158 29.83681
H9 9.07346 -20.34896 35.75283
H10 4.55351 -14.72602 35.92214
H11 11.08051 -21.21017 30.34694
H12 5.14965 -15.92462 37.06981
H13 15.21238 -16.54689 32.01426
H14 12.93933 -20.80265 32.67023
H15 11.14208 -21.86258 35.31469
H16 7.24379 -18.77484 40.00397
H17 13.54857 -14.63334 34.50819
H18 11.72266 -14.59576 35.82694
H19 7.35426 -17.82582 37.34818
H20 7.17752 -21.69072 35.06586
H21 9.71399 -15.07954 36.64279
H22 12.93122 -21.76008 35.15087
H23 14.03218 -17.38998 39.05241
H24 12.95702 -19.38570 39.41551
H25 6.45655 -20.25171 38.24479
H26 7.20552 -15.58318 36.44104
H27 11.49720 -21.79280 32.89761
H28 7.10795 -19.63740 31.13111
H29 15.22122 -18.29540 30.13075
H30 12.95701 -16.11423 32.96683
H31 10.93673 -17.95698 31.44617
H32 15.04852 -14.83496 33.77370
H33 8.37463 -18.66991 31.77054
H34 11.16436 -13.04583 35.37110
H35 11.43180 -13.37149 37.13091
H36 5.72554 -22.57326 36.76402
H37 10.87125 -18.36035 37.72301
H38 6.17231 -17.38005 31.34572
H39 14.87045 -15.67208 35.25810
H40 8.59754 -18.86463 38.84918
H41 7.22327 -22.62068 37.58250
H42 8.73416 -16.35900 37.67857
H43 6.82914 -20.15742 35.90124
H44 12.00168 -16.90961 37.02583
H45 8.79002 -16.94325 40.47432
H46 12.88110 -16.92415 35.33477
H47 8.05822 -19.44877 33.82986
H48 14.48576 -19.74749 30.48654
H49 12.48419 -20.10556 30.34698
H50 15.52079 -17.71598 33.36476
H51 10.04376 -20.02905 32.16241
H52 12.36788 -16.85958 39.40137
H53 5.46344 -18.33584 32.61504
H54 12.05563 -20.63724 36.23874

Properties
spin multiplicity	5
ΔE to the lowest compared entry with this formula, charge and spin	50.00	kcal per mole
E_HOMO (alpha / beta)	-10.51 / -10.51	eV
total charge	+1
max |F|	7.2	eV/Å
Kohn-Sham gap (alpha / beta)	6.757 / 6.754	eV

These are the Löwdin partial charges, in e, on atoms 1 to 2:
1 Ba 2.032
2 Fe 0.738